Model a:
23
Properties=species:S:1:pos:R:3 method="wB97M-V/def2-TZVPD" total_charge=-1 e_homo_ha=-0.1321
C -1.2374 -0.0430 0.3353
O -1.7621 -1.2845 0.0288
C -0.6156 0.5815 -1.0099
C 0.3051 1.7240 -0.5747
C 1.6274 1.0758 -0.0982
C 2.0944 1.5278 1.4114
H -1.9556 0.7573 0.8113
H -0.3927 -0.3485 0.9770
H -1.4187 0.7690 -1.6855
H 0.1161 -0.1934 -1.3073
H -0.2996 2.4542 -0.1383
H 0.6474 2.1806 -1.5575
H 2.4191 1.2674 -0.6953
H 1.5820 -0.0150 0.2340
H 3.3104 1.5996 1.1612
H 2.0072 0.7660 2.3326
H 1.7767 2.5372 1.6557
H -0.9406 -1.6612 -1.6458
H -1.8337 -2.7233 -2.2829
O -1.1420 -2.1377 -2.5110
H -0.9207 -3.5308 1.4808
H -1.8536 -2.3319 1.1255
O -1.5134 -2.9711 1.9529



Model b:
23
Properties=species:S:1:pos:R:3 method="wB97M-V/def2-TZVPD" total_charge=-1 e_homo_ha=-0.1596
C -0.8594 -1.4724 -0.6348
O 0.3413 -2.0378 -0.4977
C -0.7880 0.0408 -0.1843
C 0.3618 0.8890 -0.7373
C 0.3118 2.2681 -0.1181
C 0.3365 0.9091 -2.2786
H -1.0813 -1.6105 -1.8448
H -1.6193 -1.9836 -0.0619
H -0.7111 -0.0504 0.8817
H -1.7413 0.5218 -0.3155
H 1.2478 0.4279 -0.4569
H 1.1892 2.9347 -0.2690
H -0.6213 2.8113 -0.4713
H 0.2102 2.0850 0.9761
H -0.5247 1.3726 -2.6923
H 0.4456 -0.1583 -2.5145
H 1.2087 1.4292 -2.7667
H -1.0214 -1.4338 3.1924
H 0.2409 -0.8861 2.9219
O -0.5914 -0.6217 3.4765
H 0.6618 -2.0374 0.6797
H 1.9703 -1.6047 1.8016
O 1.0334 -1.7927 1.9138



Computed energies relative to the best structure, in hartree: model a 0.0733; model b 0.0000



Model a:
13
Properties=species:S:1:pos:R:3 method="wB97M-V/def2-TZVPD" smiles="N#CC1=[NH+]CCN1" total_charge=+1 e_homo_ha=-0.5718
N -0.3065 -1.8106 3.0394
C -0.2197 -1.2152 2.0434
C -0.1264 -0.5746 0.7655
N 0.8203 -0.7724 -0.1066
C 0.6972 0.1566 -1.2968
C -0.3640 1.1173 -0.7015
N -0.9606 0.3513 0.3846
H 1.3903 -1.4376 0.2634
H 0.5217 -0.4896 -2.0511
H 1.6116 0.6350 -1.4667
H -0.0487 2.0126 -0.2118
H -1.1810 1.4066 -1.4494
H -1.8342 0.6207 0.7876



Model b:
13
Properties=species:S:1:pos:R:3 method="wB97M-V/def2-TZVPD" smiles="C1=NN=C[NH+]=CC1" total_charge=+1 e_homo_ha="-0.5426 / -0.5426"
C -0.7843 1.3972 -0.4204
N -1.9362 0.9314 -0.2399
N -2.2757 -0.2207 0.2919
C -1.4195 -1.2002 0.2029
N -0.1253 -1.2635 -0.3595
C 0.6909 -0.2321 -0.2808
C 0.3182 0.8422 0.5633
H -0.3602 2.1631 -1.0461
H -1.7093 -2.2447 0.4489
H 0.2869 -2.0516 -0.8263
H 1.4904 -0.3184 -0.9069
H 1.1189 1.6534 0.7238
H -0.0658 0.3317 1.3851



Model c:
13
Properties=species:S:1:pos:R:3 method="wB97M-V/def2-TZVPD" smiles="[H]/N=N/C(C)=C=[N+]=C" total_charge=+1 e_homo_ha="-0.4939 / -0.4937"
H -0.0222 -3.1083 0.8958
N -0.5855 -2.2500 0.6860
N -0.0248 -1.2414 0.9927
C -0.0653 0.0849 0.7547
C 0.0867 1.3356 1.6685
C -0.4057 0.3198 -0.5016
N -0.4485 0.0540 -1.6622
C -0.6440 -0.2101 -2.8969
H -0.8574 1.7272 1.6515
H 0.8745 1.9354 1.2542
H 0.2941 1.1598 2.7428
H -1.1693 -1.1390 -3.1005
H -0.2188 0.3688 -3.6486



Model d:
13
Properties=species:S:1:pos:R:3 method="wB97M-V/def2-TZVPD" total_charge=+1 e_homo_ha=-0.5982
C 2.2321 -0.8381 0.3298
C 0.9644 0.6741 0.4622
C -0.0923 -0.3351 0.8242
C -0.7857 -1.2879 -0.3000
N 2.6237 -0.8078 -0.7321
N 1.4510 -0.2894 1.2921
N 1.4075 1.7471 -0.1012
H -0.7410 -0.2850 1.6852
H -0.4745 -1.0012 -1.3022
H -1.8717 -1.1574 -0.3325
H -0.5249 -2.3347 -0.1474
H 0.8701 2.3283 -0.6079
H 2.4175 1.7867 -0.2036



Computed energies relative to the best structure, in hartree: model a 0.0000; model b 0.0713; model c 0.1384; model d 0.1117



Model a:
13
Properties=species:S:1:pos:R:3 method="wB97M-V/def2-TZVPD" smiles="C=NC1=[NH+]CN=C1" total_charge=+1 e_homo_ha="-0.5188 / -0.5188"
C -2.6728 0.2089 0.0983
N -1.4437 0.3420 0.0894
C -0.2252 0.4339 0.0894
N 0.7898 -0.9704 0.1622
C 2.0713 -0.3444 0.0754
N 1.8998 1.0329 0.1126
C 0.7215 1.4418 0.1002
H -3.2529 0.5017 1.0096
H -3.1543 -0.1163 -0.8190
H 0.2532 -1.7154 -0.2502
H 2.6337 -0.7084 -0.9275
H 2.9611 -0.6634 0.7267
H 0.3170 2.4123 0.1476



Model b:
13
Properties=species:S:1:pos:R:3 method="wB97M-V/def2-TZVPD" total_charge=+1 e_homo_ha="-0.4876 / -0.5143"
C 1.1093 3.5494 -2.3164
C 1.0754 2.6428 -1.5313
C 1.0233 1.6172 -0.6824
C -0.6005 -2.6247 0.6818
N 0.6555 1.0942 0.3563
N -1.2502 -1.4887 1.0315
N 0.5044 0.1405 1.0979
H 1.0209 4.4738 -2.9070
H -1.5357 -3.2042 0.6807
H -0.1854 -2.7384 -0.3599
H 0.0601 -2.7935 1.5364
H -1.9691 -1.0342 0.4378
H 0.0921 0.3656 1.9746



Computed energies relative to the best structure, in hartree: model a 0.0000; model b 0.1716



Model a:
53
Properties=species:S:1:pos:R:3 method="wB97M-V/def2-TZVPD" smiles="CCOc1ccc(-c2cc(CCCC(=O)NCCC(C)C)no2)cc1" total_charge=0 e_homo_ha=-0.3110
C 4.5590 2.4465 1.6171
C 5.1413 1.0882 1.9961
O 4.8302 0.0845 1.0484
C 3.5793 -0.4280 0.9863
C 3.3361 -1.2896 -0.0899
C 2.1024 -1.8686 -0.2632
C 1.0654 -1.6105 0.6389
C -0.2516 -2.1644 0.4127
C -1.4410 -2.0355 1.0929
C -2.3727 -2.7522 0.3008
C -3.8402 -2.8753 0.5027
C -4.5265 -1.5113 0.3314
C -4.2904 -0.9084 -1.0645
C -3.7931 0.5304 -1.0142
O -4.3785 1.4569 -1.5346
N -2.6297 0.6777 -0.3442
C -1.9728 1.9506 -0.1584
C -0.4537 1.8557 -0.2961
C 0.0679 1.7795 -1.7355
C 1.5945 1.8570 -1.7229
C -0.3824 0.5098 -2.4522
N -1.7769 -3.2537 -0.7505
O -0.4707 -2.9046 -0.6910
C 1.3153 -0.7711 1.7227
C 2.5524 -0.1833 1.8969
H 4.8707 3.1935 2.3417
H 3.4725 2.4112 1.5898
H 4.9164 2.7375 0.6326
H 6.2334 1.1357 1.9873
H 4.8185 0.7879 3.0004
H 4.1411 -1.4777 -0.7821
H 1.9192 -2.5200 -1.1034
H -1.6266 -1.5362 2.0209
H -4.2307 -3.5834 -0.2284
H -4.0405 -3.2568 1.5065
H -5.5958 -1.6379 0.5026
H -4.1577 -0.8291 1.1012
H -5.2092 -0.9162 -1.6499
H -3.5471 -1.5015 -1.6032
H -2.1757 -0.1335 0.0493
H -2.2153 2.3367 0.8419
H -2.3947 2.6376 -0.8961
H -0.0948 0.9859 0.2614
H -0.0249 2.7441 0.1737
H -0.3208 2.6433 -2.2859
H 1.9317 2.7748 -1.2455
H 1.9847 1.8375 -2.7375
H 2.0121 1.0113 -1.1796
H -0.0671 -0.3733 -1.9009
H 0.0630 0.4646 -3.4436
H -1.4619 0.4887 -2.5683
H 0.5334 -0.5680 2.4387
H 2.7025 0.4629 2.7470



Model b:
53
Properties=species:S:1:pos:R:3 method="wB97M-V/def2-TZVPD" smiles="O=C(CCC1CCCCC1)Nc1ccccc1C(=O)N1CCOCC1" total_charge=0 e_homo_ha=-0.3192
O -1.9184 -3.4610 0.6284
C -1.7377 -2.7218 -0.3149
C -2.8808 -2.1025 -1.1017
C -2.7717 -0.6055 -1.4097
C -2.8837 0.3156 -0.1887
C -1.7052 0.1636 0.7743
C -1.8153 1.1366 1.9455
C -1.8924 2.5769 1.4521
C -3.0791 2.7388 0.5090
C -2.9645 1.7702 -0.6637
N -0.5080 -2.3937 -0.8015
C 0.7308 -2.6732 -0.2351
C 0.9717 -3.8435 0.4790
C 2.2369 -4.1133 0.9636
C 3.2819 -3.2330 0.7309
C 3.0440 -2.0497 0.0564
C 1.7685 -1.7392 -0.4015
C 1.4852 -0.4648 -1.1183
O 0.9002 -0.4538 -2.1982
N 1.8594 0.6877 -0.5211
C 2.3390 0.8702 0.8297
C 3.6584 1.6508 0.7865
O 3.4941 2.8819 0.1237
C 3.0298 2.6964 -1.1953
C 1.6933 1.9508 -1.2132
H -3.7973 -2.3000 -0.5426
H -2.9424 -2.6495 -2.0472
H -1.8417 -0.3826 -1.9383
H -3.5881 -0.3570 -2.0934
H -3.8056 0.0714 0.3513
H -1.6699 -0.8530 1.1666
H -0.7752 0.3519 0.2320
H -0.9567 1.0100 2.6096
H -2.7146 0.9056 2.5205
H -1.9899 3.2589 2.2994
H -0.9712 2.8334 0.9221
H -3.1260 3.7649 0.1375
H -4.0034 2.5388 1.0559
H -3.8246 1.8937 -1.3257
H -2.0657 2.0043 -1.2405
H -0.4593 -1.7184 -1.5580
H 0.1595 -4.5327 0.6392
H 2.4145 -5.0287 1.5076
H 4.2777 -3.4641 1.0775
H 3.8590 -1.3661 -0.1347
H 2.4658 -0.0879 1.3301
H 1.5988 1.4662 1.3803
H 3.9980 1.8888 1.7955
H 4.4269 1.0493 0.2763
H 2.9208 3.6937 -1.6232
H 3.7714 2.1288 -1.7781
H 1.3717 1.7453 -2.2348
H 0.9313 2.5508 -0.7012



Computed energies relative to the best structure, in hartree: model a 0.0684; model b 0.0000



Model a:
7
Properties=species:S:1:pos:R:3 method="wB97M-V/def2-TZVPD" total_charge=0 e_homo_ha=-0.3379
C 2.4475 0.2479 -0.0096
P 0.4031 1.1660 -1.2345
Cl 2.5815 -1.4682 -0.6678
Cl 3.8906 1.0358 -0.4930
Cl 2.1950 0.4533 1.6610
Cl -0.4072 1.7975 0.4825
H -0.1060 -0.0145 -1.1689



Model b:
7
Properties=species:S:1:pos:R:3 method="wB97M-V/def2-TZVPD" total_charge=0 e_homo_ha=-0.3390
C -2.5080 -0.2268 1.2054
P 2.3302 0.7182 -0.7275
Cl -1.7180 -1.6832 1.2730
Cl 0.8096 0.7519 -1.9610
Cl -2.6615 0.3998 -0.3252
Cl 1.4450 0.7088 1.0784
H 2.3028 -0.6688 -0.5431



Computed energies relative to the best structure, in hartree: model a 0.0000; model b 0.0173



Model a:
26
Properties=species:S:1:pos:R:3 method="wB97M-V/def2-TZVPD" total_charge=0 e_homo_ha=-0.2303
C -2.5959 -1.5663 0.0572
C -1.2887 -1.5071 0.5098
C -3.2692 -0.4194 -0.3077
C -0.6402 -0.2837 0.6239
C -1.3318 0.8729 0.2789
C -2.6325 0.8185 -0.2132
C 0.7744 -0.2361 1.1875
C 1.9025 0.0348 0.2323
C 3.6811 1.5500 -0.1454
C 2.0468 -2.0227 -0.8745
N -3.3125 1.9799 -0.5350
O 2.3215 1.3479 0.1834
O 2.3938 -0.7827 -0.6304
H -3.0935 -2.5231 -0.0063
H -0.7857 -2.4204 0.7940
H -4.2879 -0.4736 -0.6658
H 0.8218 0.5543 1.9389
H 0.9846 -1.1944 1.6747
H 3.8268 2.6273 -0.1238
H 3.9114 1.1648 -1.1421
H 4.3320 1.0696 0.5949
H 1.2209 -2.4968 -0.3796
H 2.7056 -2.5641 -1.5214
H -0.8367 1.8306 0.3700
H -4.1063 1.8589 -1.1437
H -2.7421 2.7807 -0.7566



Model b:
26
Properties=species:S:1:pos:R:3 method="wB97M-V/def2-TZVPD" smiles=N[C@H]1CCc2cc(O)c(O)cc2C1 total_charge=0 e_homo_ha=-0.2894
N 3.6347 -0.3154 0.0232
C 2.2817 -0.3774 -0.1147
C 1.7462 -1.3179 0.9629
C 0.3370 -1.6891 0.7103
C -0.5596 -0.5852 0.1906
C -1.9187 -0.8264 0.0821
C -2.7388 0.2088 -0.3714
O -4.0815 0.2533 -0.2302
C -2.2226 1.4270 -0.8529
O -3.2117 2.3669 -1.1254
C -0.9314 1.6236 -0.7843
C -0.0510 0.7279 -0.1132
C 1.5141 0.9902 0.0057
H 4.0338 -0.0415 -0.8041
H 3.6812 0.3155 0.8052
H 1.9741 -1.0273 -1.1112
H 2.3581 -2.0932 1.0308
H 1.8674 -0.6372 1.8971
H 0.2336 -2.4419 -0.1129
H -0.0592 -2.1258 1.5813
H -2.4404 -1.7408 0.2388
H -4.2663 -0.5469 0.4896
H -4.1075 1.9332 -1.1528
H -0.7263 2.5256 -1.3968
H 1.8640 1.8358 -0.7357
H 1.7889 1.5581 0.8882



Computed energies relative to the best structure, in hartree: model a 0.0444; model b 0.0000